This record from the OMol25 dataset describes a single C20H18N2O5 molecule. The level of theory is ωB97M-V with the def2-TZVPD basis set.

Last column: Löwdin charge in e.
Geometry (Å):
C  0.186  4.088  3.597  -0.02
C  1.247  3.518  2.697  -0.41
O  2.427  3.704  2.897  0.08
C  0.791  2.696  1.543  -0.16
C  1.760  2.245  0.646  0.00
C  1.428  1.482  -0.453  0.01
C  0.097  1.139  -0.672  -0.21
N  -0.317  0.349  -1.750  0.16
C  0.413  -0.035  -2.830  -0.40
O  1.534  0.323  -3.089  0.11
C  -0.343  -1.065  -3.708  -0.24
C  0.346  -1.262  -5.044  -0.01
O  -0.299  -2.312  -2.988  0.07
C  -1.233  -2.559  -2.093  -0.46
O  -2.204  -1.868  -1.892  0.10
C  -0.852  -3.781  -1.256  -0.06
O  0.208  -3.404  -0.402  -0.01
C  -0.013  -2.479  0.576  -0.25
C  -1.268  -2.070  1.020  0.00
C  -1.367  -1.154  2.048  -0.02
C  -0.220  -0.626  2.638  -0.24
C  -0.354  0.307  3.687  -0.18
N  -0.498  1.059  4.542  0.19
C  1.038  -1.024  2.183  -0.01
C  1.136  -1.944  1.165  0.02
C  -0.879  1.573  0.225  -0.02
C  -0.539  2.348  1.315  -0.04
H  -0.566  4.623  3.024  0.08
H  0.648  4.759  4.316  0.09
H  -0.291  3.268  4.134  0.04
H  2.788  2.515  0.831  0.12
H  2.188  1.155  -1.142  0.10
H  -1.278  0.030  -1.693  0.12
H  -1.392  -0.766  -3.830  0.15
H  0.290  -0.341  -5.617  0.09
H  -0.130  -2.065  -5.599  0.09
H  1.392  -1.505  -4.878  0.09
H  -0.440  -4.562  -1.898  0.14
H  -1.720  -4.158  -0.706  0.14
H  -2.173  -2.450  0.574  0.11
H  -2.340  -0.844  2.399  0.13
H  1.927  -0.605  2.630  0.13
H  2.096  -2.270  0.799  0.13
H  -1.911  1.297  0.059  0.12
H  -1.316  2.669  1.991  0.11

Output
DFT total energy   -1258.680095 Eh
Molecular weight   366.37 g/mol
Relative energy (zero: lowest compared OMol25 entry of this formula, charge and spin)   24.0 kcal/mol
Structure (SMILES)   CC(=O)c1ccc(NC(=O)[C@@H](C)OC(=O)COc2ccc(C#N)cc2)cc1
LUMO level   0.314 eV
HOMO-LUMO gap   9.137 eV



This record from the OMol25 dataset describes a single C20H18N4 molecule in a non-equilibrium geometry. The level of theory is ωB97M-V with the def2-TZVPD basis set.

Last column: Löwdin charge in e.
Geometry (Å):
C  4.198  -2.551  1.416  -0.08
C  3.966  -1.898  0.076  -0.35
C  4.923  -0.670  -0.132  -0.06
C  2.551  -1.421  -0.078  -0.27
N  1.614  -2.037  -0.785  0.19
C  0.484  -1.263  -0.662  -0.31
N  -0.648  -1.471  -1.302  0.20
C  -1.658  -0.636  -1.091  -0.26
C  -2.903  -0.778  -1.931  -0.14
C  -3.864  0.222  -1.898  -0.05
C  -4.989  0.163  -2.710  -0.09
C  -5.224  -0.955  -3.481  -0.11
C  -4.324  -2.028  -3.495  -0.08
C  -3.162  -1.932  -2.717  -0.03
N  -1.553  0.433  -0.273  0.18
C  -0.401  0.666  0.370  -0.15
C  -0.338  1.740  1.374  -0.14
C  0.831  2.504  1.722  -0.03
C  0.780  3.543  2.680  -0.08
C  -0.433  3.797  3.350  -0.09
C  -1.580  3.061  3.062  -0.07
C  -1.532  2.067  2.064  -0.02
C  0.682  -0.190  0.154  -0.13
N  2.015  -0.274  0.500  0.16
H  3.554  -3.447  1.502  0.09
H  3.923  -1.831  2.215  0.09
H  5.258  -2.849  1.590  0.09
H  4.197  -2.618  -0.728  0.14
H  4.658  0.188  0.514  0.07
H  5.972  -0.966  0.084  0.09
H  4.931  -0.314  -1.151  0.07
H  -3.729  1.037  -1.227  0.09
H  -5.727  0.973  -2.686  0.11
H  -6.122  -0.924  -4.105  0.10
H  -4.500  -2.860  -4.180  0.10
H  -2.442  -2.742  -2.754  0.10
H  1.788  2.343  1.191  0.10
H  1.633  4.194  2.907  0.10
H  -0.423  4.587  4.078  0.09
H  -2.530  3.238  3.543  0.10
H  -2.462  1.540  1.892  0.11
H  2.582  0.358  1.102  0.15

Output
DFT total energy   -991.988328 Eh
Molecular weight   314.39 g/mol
Relative energy (zero: lowest compared OMol25 entry of this formula, charge and spin)   0.0 kcal/mol
Structure (SMILES)   CC(C)c1nc2nc(-c3ccccc3)nc(-c3ccccc3)c2[nH]1
LUMO level   0.039 eV
HOMO-LUMO gap   8.406 eV



This record from the OMol25 dataset describes a molecular structure, C20H18N4OS2Ta in a non-equilibrium geometry. The level of theory is ωB97M-V with the def2-TZVPD basis set.

Last column: Löwdin charge in e.
Geometry (Å):
Ta  -0.727  -2.106  0.012  1.64
N  3.162  -4.272  0.248  0.16
C  2.052  -3.668  -0.155  -0.75
S  0.744  -3.584  1.072  0.68
N  1.918  -3.113  -1.299  0.02
N  0.662  -2.562  -1.547  -0.17
C  0.472  -2.432  -2.851  0.04
C  -0.688  -1.991  -3.540  -0.14
C  -0.692  -1.778  -4.928  0.04
C  -1.863  -1.380  -5.544  0.01
C  -3.037  -1.226  -4.801  0.03
C  -3.062  -1.445  -3.422  0.05
C  -1.875  -1.804  -2.847  -0.23
O  -1.741  -1.975  -1.474  -0.23
H  3.222  -4.761  1.126  0.12
H  3.955  -4.317  -0.379  0.15
H  1.317  -2.758  -3.450  0.16
H  0.217  -1.920  -5.500  0.14
H  -1.872  -1.191  -6.608  0.14
H  -3.953  -0.935  -5.299  0.14
H  -3.969  -1.354  -2.841  0.14
N  -0.383  -0.280  0.585  -0.43
S  -0.093  0.289  2.200  1.17
C  -1.233  1.585  2.368  -0.46
C  -2.259  1.382  3.294  -0.06
C  -3.175  2.403  3.492  -0.02
C  -3.061  3.580  2.765  0.01
C  -2.031  3.765  1.838  -0.02
C  -1.097  2.771  1.635  -0.06
C  1.483  1.094  2.062  -0.42
C  2.350  0.837  1.009  -0.08
C  3.580  1.481  1.007  -0.03
C  3.926  2.330  2.049  -0.01
C  3.049  2.549  3.106  -0.01
C  1.811  1.930  3.127  -0.06
H  -0.513  0.507  -0.056  0.07
H  -2.326  0.462  3.864  0.12
H  -3.967  2.283  4.218  0.13
H  -3.778  4.375  2.924  0.14
H  -1.955  4.694  1.291  0.13
H  -0.270  2.924  0.950  0.13
H  2.090  0.163  0.205  0.09
H  4.267  1.319  0.188  0.13
H  4.889  2.822  2.042  0.13
H  3.329  3.204  3.920  0.13
H  1.126  2.103  3.948  0.13

Output
DFT total energy   -1919.563306 Eh
Molecular weight   575.47 g/mol
LUMO level   -12.246 eV
HOMO-LUMO gap   5.544 eV
Charge   +3